No. 1
A molecular structure, C14H18F6N3O2SbTi. Source: OMol25; level of theory: ωB97M-V with the def2-TZVPD basis set.

The relative energy (zero: lowest compared OMol25 entry of this formula, charge and spin) comes out at 0.0 kJ/mol. The calculation puts the HOMO-LUMO gap (spin up / spin down) at 0.2629 / 0.2421 hartree. The LUMO energy (spin up / spin down) is -0.4319 / -0.4649 hartree. The HOMO energy (spin up / spin down) comes out at -18.904 / -19.238 eV. Its expectation value of S² is 0.78. The energy comes out at -69310.8497 eV. The spin multiplicity is 2. Its charge is +3.

Each line ends with the Löwdin spin population.
Positions of all 45 atoms, in Å:
Ti1 -1.663 0.405 -0.823  0.000
N1 -2.307 -1.550 -0.509  0.000
C1 -2.532 -1.904 0.948  0.000
C2 -3.946 -1.581 1.393  0.000
C3 -4.396 -0.129 1.196  0.000
C4 -3.429 0.922 1.745  0.000
N2 -2.587 1.556 0.650  0.000
H1 -3.159 -1.747 -1.042  0.000
H2 -1.599 -2.171 -0.908  0.000
H3 -1.781 -1.368 1.534  0.000
H4 -2.328 -2.967 1.067  0.000
H5 -4.004 -1.836 2.453  0.000
H6 -4.648 -2.249 0.890  0.000
H7 -5.356 -0.013 1.698  0.000
H8 -4.616 0.085 0.144  0.000
H9 -2.740 0.511 2.483  0.000
H10 -3.962 1.742 2.224  0.000
H11 -1.843 2.107 1.097  0.000
H12 -3.183 2.228 0.160  0.000
O1 0.285 2.089 1.362  -0.005
C5 0.755 1.186 0.755  -0.002
O2 -0.111 0.403 -0.041  0.000
C6 2.199 0.802 0.717  0.008
C7 3.075 1.588 1.468  0.071
C8 4.425 1.269 1.436  0.056
C9 4.831 0.185 0.658  0.030
C10 6.197 -0.223 0.559  0.287
C11 6.576 -1.325 -0.230  0.086
C12 5.621 -2.033 -0.931  0.063
C13 4.272 -1.656 -0.858  0.287
C14 3.852 -0.542 -0.059  0.028
N3 2.553 -0.234 -0.028  0.066
H13 2.705 2.425 2.044  0.003
H14 5.145 1.854 1.996  0.001
H15 6.952 0.329 1.107  0.010
H16 7.619 -1.607 -0.282  0.001
H17 5.907 -2.879 -1.542  0.000
H18 3.514 -2.201 -1.407  0.010
F1 -1.278 1.957 -2.001  0.000
Sb1 -2.413 1.316 -3.602  0.000
F2 -0.974 1.537 -4.703  0.000
F3 -1.491 -0.281 -2.715  0.000
F4 -3.494 0.183 -4.538  0.000
F5 -3.394 0.883 -1.891  0.000
F6 -3.249 2.935 -3.675  0.000

***

No. 2
3 unconnected molecules or ions with the total composition C14H18F9O9P. Source: OMol25; level of theory: ωB97M-V with the def2-TZVPD basis set.

The calculation puts the HOMO-LUMO gap at 0.3169 hartree. The LUMO energy is -0.0863 hartree. As for the SMILES: O=C(O)C(F)(F)C(F)(F)C(F)(F)C(=O)PC(F)(F)F.CCOC(=O)OC.CCOC(=O)OC. The HOMO energy comes out at -10.972 eV. The energy comes out at -66975.1897 eV.

Each line ends with the natural charge from an NBO analysis.
Positions of all 51 atoms, in Å:
O1 1.776 -4.427 3.201  -0.466
C1 1.624 -3.838 2.013  0.706
O2 2.615 -2.782 1.635  -0.684
C2 0.437 -4.140 0.915  0.581
F1 -0.314 -2.855 0.747  -0.330
F2 1.155 -4.555 -0.349  -0.316
C3 -0.562 -5.407 1.359  0.608
F3 -1.073 -5.205 2.742  -0.318
F4 0.372 -6.591 1.452  -0.308
C4 -1.706 -5.756 0.242  0.570
F5 -1.711 -4.816 -0.940  -0.319
F6 -1.308 -7.087 -0.355  -0.311
C5 -3.230 -5.916 0.812  0.215
O3 -3.901 -7.036 0.419  -0.399
P1 -4.194 -4.710 1.926  0.457
C6 -3.858 -2.876 1.547  0.746
F7 -3.216 -2.593 0.245  -0.328
F8 -3.121 -2.226 2.681  -0.346
F9 -5.200 -2.186 1.509  -0.341
H1 2.063 -1.932 1.508  0.507
H2 -3.653 -4.924 3.270  0.073
C7 2.316 3.680 4.638  -0.640
C8 3.414 3.264 3.676  -0.071
O4 3.027 2.105 2.929  -0.497
C9 2.171 2.325 1.901  0.986
O5 1.722 3.410 1.562  -0.643
O6 1.879 1.131 1.331  -0.509
C10 0.909 1.211 0.289  -0.262
H3 2.022 2.839 5.274  0.213
H4 2.648 4.507 5.273  0.218
H5 1.418 4.000 4.101  0.225
H6 4.310 2.992 4.245  0.193
H7 3.696 4.084 3.005  0.195
H8 1.194 1.950 -0.466  0.211
H9 -0.072 1.449 0.712  0.190
H10 0.849 0.232 -0.195  0.190
C11 0.068 2.491 -6.412  -0.640
C12 -0.774 1.987 -5.254  -0.071
O7 -0.243 2.439 -4.003  -0.501
C13 -0.516 3.726 -3.677  0.984
O8 -1.173 4.511 -4.346  -0.642
O9 0.086 4.000 -2.494  -0.500
C14 -0.045 5.358 -2.081  -0.260
H11 1.120 2.223 -6.271  0.212
H12 -0.282 2.071 -7.359  0.218
H13 0.028 3.583 -6.487  0.226
H14 -0.745 0.892 -5.236  0.191
H15 -1.825 2.280 -5.360  0.196
H16 -1.093 5.674 -2.073  0.197
H17 0.549 6.004 -2.734  0.188
H18 0.346 5.442 -1.063  0.205

***

No. 3
A gas-phase ion, C14H18N (charge +1). Source: OMol25; level of theory: ωB97M-V with the def2-TZVPD basis set.

The relative energy (zero: lowest compared OMol25 entry of this formula, charge and spin) comes out at 258.6 kJ/mol. The calculation puts the HOMO-LUMO gap at 0.2967 hartree. The LUMO energy is -0.1704 hartree. As for the SMILES: C=CC1=[N+](CC)c2ccccc2C1(C)C. The HOMO energy comes out at -12.710 eV. The energy comes out at -16291.4328 eV. Its charge is +1.

Each line ends with the natural charge from an NBO analysis.
Positions of all 33 atoms, in Å:
C1 -2.934 0.899 1.662  -0.218
C2 -1.831 1.214 0.954  -0.315
C3 -0.737 0.402 0.620  0.447
N1 -0.771 -0.699 -0.079  -0.270
C4 -1.973 -1.262 -0.628  -0.237
C5 -2.357 -0.435 -1.805  -0.653
C6 0.495 -1.033 -0.465  0.146
C7 1.001 -2.026 -1.317  -0.208
C8 2.369 -2.275 -1.549  -0.189
C9 3.249 -1.585 -0.801  -0.169
C10 2.806 -0.576 0.057  -0.183
C11 1.438 -0.238 0.147  0.003
C12 0.658 0.869 0.830  -0.163
C13 0.942 2.125 0.063  -0.609
C14 1.031 1.181 2.277  -0.574
H1 -3.539 1.623 2.014  0.211
H2 -3.478 -0.062 1.639  0.206
H3 -1.528 2.264 0.897  0.246
H4 -1.732 -2.369 -0.946  0.245
H5 -2.756 -1.153 0.139  0.236
H6 -1.407 0.051 -2.174  0.226
H7 -2.515 -1.283 -2.562  0.245
H8 -3.297 0.198 -1.702  0.254
H9 0.287 -2.556 -1.896  0.214
H10 2.723 -2.944 -2.312  0.243
H11 4.293 -1.777 -0.827  0.233
H12 3.551 0.023 0.531  0.228
H13 0.265 2.949 0.218  0.226
H14 0.768 2.187 -1.060  0.239
H15 1.992 2.459 0.245  0.247
H16 0.210 1.929 2.669  0.222
H17 1.979 1.640 2.322  0.240
H18 0.798 0.256 2.840  0.231

***

No. 4
C14H18N2O4 in the gas phase. Source: OMol25; level of theory: ωB97M-V with the def2-TZVPD basis set.

The relative energy (zero: lowest compared OMol25 entry of this formula, charge and spin) comes out at 297.2 kJ/mol. The calculation puts the HOMO-LUMO gap at 0.3477 hartree. The LUMO energy is 0.0237 hartree. As for the SMILES: N[C@@H](Cc1ccc(O)cc1)C(=O)N1CCC[C@H]1C(=O)O. The HOMO energy comes out at -8.818 eV. The energy comes out at -25978.6653 eV.

Each line ends with the natural charge from an NBO analysis.
Positions of all 38 atoms, in Å:
N1 -0.066 2.334 1.694  -0.852
C1 -0.200 2.260 0.227  -0.093
C2 1.153 2.359 -0.485  -0.423
C3 2.003 1.105 -0.461  -0.085
C4 2.996 1.042 0.388  -0.177
C5 3.982 -0.011 0.439  -0.279
C6 3.828 -1.176 -0.233  0.285
O1 4.681 -2.216 -0.080  -0.661
C7 2.674 -1.169 -1.080  -0.253
C8 1.859 -0.055 -1.190  -0.192
C9 -0.947 1.067 -0.297  0.659
O2 -1.121 1.408 -1.500  -0.687
N2 -1.454 0.033 0.242  -0.406
C10 -1.173 -0.443 1.576  -0.238
C11 -0.816 -1.899 1.369  -0.416
C12 -1.798 -2.256 0.275  -0.400
C13 -2.222 -0.968 -0.414  -0.158
C14 -3.704 -0.574 -0.496  0.782
O3 -4.313 -0.325 -1.507  -0.575
O4 -4.242 -0.500 0.688  -0.662
H1 0.759 2.906 1.855  0.360
H2 -0.844 2.818 2.090  0.362
H3 -0.839 3.098 -0.184  0.220
H4 1.725 3.330 -0.278  0.218
H5 0.990 2.447 -1.555  0.256
H6 3.421 1.950 0.869  0.201
H7 4.903 0.114 1.037  0.196
H8 5.401 -1.997 0.458  0.480
H9 2.291 -2.107 -1.547  0.220
H10 1.079 -0.210 -1.978  0.231
H11 -0.352 0.130 2.148  0.266
H12 -1.968 -0.367 2.277  0.197
H13 -1.115 -2.401 2.269  0.213
H14 0.260 -2.035 1.199  0.220
H15 -1.343 -2.865 -0.457  0.224
H16 -2.629 -2.819 0.774  0.220
H17 -1.878 -1.044 -1.483  0.254
H18 -5.075 -0.139 0.437  0.496

***

No. 5
C14H18N2O5 in the gas phase. Source: OMol25; level of theory: ωB97M-V with the def2-TZVPD basis set.

The relative energy (zero: lowest compared OMol25 entry of this formula, charge and spin) comes out at 202.8 kJ/mol. The calculation puts the HOMO-LUMO gap at 0.3211 hartree. The LUMO energy is -0.0088 hartree. As for the SMILES: CCC[C@H]1C[C@](C)(C(=O)Cn2[nH]c(=O)ccc2=O)OC1=O. The HOMO energy comes out at -8.977 eV. The energy comes out at -28027.7551 eV.

Each line ends with the natural charge from an NBO analysis.
Positions of all 39 atoms, in Å:
C1 -4.571 -2.123 0.150  -0.606
C2 -4.463 -0.607 0.263  -0.407
C3 -3.332 -0.025 -0.586  -0.373
C4 -1.932 -0.337 -0.030  -0.349
C5 -0.797 0.125 -0.944  -0.425
C6 -0.261 1.414 -0.266  0.156
C7 -0.676 2.695 -0.983  -0.622
C8 1.258 1.292 -0.219  0.598
O1 1.973 1.666 -1.107  -0.521
C9 1.811 0.572 1.013  -0.337
N1 3.033 -0.110 0.676  -0.220
N2 4.234 0.515 0.921  -0.406
C10 5.462 0.045 0.542  0.593
O2 6.469 0.664 0.814  -0.596
C11 5.396 -1.226 -0.182  -0.220
C12 4.231 -1.821 -0.463  -0.224
C13 2.945 -1.254 -0.072  0.599
O3 1.851 -1.725 -0.344  -0.639
O4 -0.780 1.407 1.060  -0.503
C14 -1.702 0.443 1.252  0.802
O5 -2.231 0.283 2.312  -0.560
H1 -3.692 -2.613 0.561  0.200
H2 -5.437 -2.477 0.703  0.215
H3 -4.682 -2.425 -0.889  0.198
H4 -5.403 -0.161 -0.070  0.202
H5 -4.312 -0.328 1.306  0.227
H6 -3.456 1.059 -0.649  0.203
H7 -3.397 -0.431 -1.598  0.206
H8 -1.866 -1.405 0.185  0.245
H9 -0.011 -0.632 -0.996  0.264
H10 -1.133 0.342 -1.955  0.226
H11 -0.421 3.556 -0.369  0.223
H12 -0.145 2.766 -1.928  0.239
H13 -1.747 2.699 -1.164  0.215
H14 1.980 1.303 1.807  0.242
H15 1.091 -0.170 1.367  0.259
H16 4.193 1.413 1.387  0.417
H17 6.343 -1.642 -0.491  0.239
H18 4.179 -2.746 -1.017  0.239

***

No. 6
C14H18N2O5 in the gas phase. Source: OMol25; level of theory: ωB97M-V with the def2-TZVPD basis set.

The relative energy (zero: lowest compared OMol25 entry of this formula, charge and spin) comes out at 190.4 kJ/mol. The calculation puts the HOMO-LUMO gap at 0.3516 hartree. The LUMO energy is 0.0070 hartree. As for the SMILES: N[C@@H](Cc1ccccc1)C(=O)N[C@@H](CCC(=O)O)C(=O)O. The HOMO energy comes out at -9.375 eV. The energy comes out at -28027.8841 eV.

Each line ends with the natural charge from an NBO analysis.
Positions of all 39 atoms, in Å:
N1 1.000 -1.100 3.505  -0.848
C1 1.214 -0.404 2.225  -0.115
C2 2.261 -1.181 1.388  -0.413
C3 2.675 -0.629 0.029  -0.034
C4 3.963 -0.178 -0.085  -0.206
C5 4.542 0.240 -1.323  -0.206
C6 3.732 0.006 -2.512  -0.211
C7 2.442 -0.472 -2.403  -0.210
C8 1.899 -0.764 -1.138  -0.207
C9 -0.191 -0.224 1.508  0.709
O1 -1.159 -0.926 1.734  -0.662
N2 -0.139 0.806 0.590  -0.628
C10 -1.173 1.422 -0.338  -0.149
C11 -2.537 0.571 -0.385  -0.405
C12 -2.349 -0.626 -1.360  -0.526
C13 -3.206 -1.812 -1.066  0.791
O2 -3.680 -2.551 -1.915  -0.552
O3 -3.155 -2.244 0.290  -0.731
C14 -1.477 2.849 -0.047  0.770
O4 -2.493 3.432 -0.367  -0.578
O5 -0.506 3.499 0.619  -0.683
H1 0.861 -0.512 4.366  0.376
H2 0.241 -1.743 3.454  0.380
H3 1.574 0.590 2.423  0.197
H4 3.160 -1.288 1.968  0.230
H5 1.789 -2.112 1.208  0.219
H6 4.548 -0.048 0.819  0.208
H7 5.580 0.591 -1.479  0.225
H8 4.068 0.269 -3.550  0.215
H9 1.840 -0.416 -3.262  0.210
H10 0.919 -1.138 -1.208  0.203
H11 0.573 1.534 0.646  0.418
H12 -0.775 1.369 -1.365  0.237
H13 -3.338 1.183 -0.745  0.243
H14 -2.818 0.175 0.580  0.247
H15 -1.259 -0.946 -1.329  0.224
H16 -2.612 -0.467 -2.395  0.245
H17 -2.350 -1.863 0.746  0.510
H18 -0.847 4.412 0.603  0.508

***

Computed max |F| (eV/Å) in order:
0.19, 9.37, 4.83, 7.12, 1.00, 3.88